# 1
ORCA calculation (ωB97M-V with the def2-TZVPD basis set) on a structure of composition C49H45AsCl2KN6O7S4.

```
115
Properties=species:S:1:pos:R:3
K -1.1877 -1.8843 0.4801
O -1.6352 -3.5180 2.3589
N -0.6061 -3.8623 3.0712
C -0.6242 -3.5616 4.3913
C 0.4039 -3.8765 5.2412
C 1.5107 -4.5454 4.7184
C 1.5334 -4.8356 3.3768
C 0.4933 -4.4720 2.4933
S 0.5998 -4.6996 0.8040
H -1.5187 -3.0339 4.6870
H 0.3424 -3.5842 6.2803
H 2.3539 -4.8045 5.3475
H 2.3871 -5.3219 2.9258
Cl -6.7514 -5.6028 -3.3659
C -5.4635 -4.5030 -2.9035
C -4.2318 -4.5740 -3.5707
C -3.2221 -3.7294 -3.2168
Cl -1.7078 -3.8154 -4.0643
C -3.3223 -2.7391 -2.1577
O -2.3552 -2.0145 -1.8414
C -4.6290 -2.6904 -1.5439
C -4.9954 -1.7139 -0.5343
O -4.3514 -0.7724 -0.1082
C -5.6506 -3.5796 -1.9167
H -4.0793 -5.2957 -4.3621
H -6.0253 -1.8727 -0.1405
H -6.6066 -3.5177 -1.4082
S 4.7253 -3.2597 2.1753
C 6.2740 -3.6056 2.8417
C 6.4502 -2.9722 4.0326
C 5.3336 -2.1835 4.4122
C 4.2974 -2.2196 3.5024
C 3.0249 -1.5397 3.5512
C 2.0495 -1.7330 2.5494
N 0.8765 -1.1610 2.5011
C 0.5304 -0.3004 3.5212
C 1.4394 -0.0474 4.5965
C 1.0340 0.8528 5.6486
C -0.1673 1.4597 5.6292
C -1.0990 1.2337 4.5534
C -2.3340 1.8513 4.4995
C -3.2096 1.5971 3.4341
C -2.7489 0.6909 2.4515
N -1.5877 0.0939 2.4600
C -0.7268 0.3377 3.5021
C -4.5085 2.2194 3.2899
C -5.4842 1.9840 2.3457
C -6.6347 2.7974 2.5099
C -6.5478 3.6479 3.5686
S -5.0398 3.4667 4.3791
C 2.6721 -0.6668 4.5953
H 6.9525 -4.2685 2.3299
H 7.3501 -3.0662 4.6263
H 5.2897 -1.6094 5.3265
H 2.2526 -2.4240 1.7293
H 1.7292 1.0312 6.4630
H -0.4583 2.1361 6.4268
H -2.6142 2.5322 5.2985
H -3.3867 0.4595 1.6031
H -5.3809 1.2356 1.5710
H -7.4998 2.7456 1.8624
H -7.2773 4.3612 3.9157
H 3.3585 -0.4712 5.4127
C 2.9740 4.5721 -4.5928
C 3.1220 3.0807 -4.8571
S 4.0066 2.3212 -3.5137
O 5.3706 2.8010 -3.5227
O 3.2245 2.4811 -2.3128
C 4.0272 0.5955 -3.9707
C 4.1882 -0.3385 -2.7641
N 2.9176 -0.8774 -2.3083
C 2.3124 -0.6122 -1.1247
N 1.1098 -1.1576 -1.0524
C 0.8974 -1.8030 -2.2239
C 2.0086 -1.6592 -3.0175
N 2.2791 -2.2549 -4.2697
O 1.3946 -2.8953 -4.8023
O 3.3981 -2.0881 -4.7666
C 2.9276 0.1765 -0.0255
H 2.4364 5.0377 -5.4176
H 3.9502 5.0457 -4.4897
H 2.3955 4.7357 -3.6849
H 3.6903 2.8644 -5.7634
H 2.1493 2.5906 -4.9009
H 4.8511 0.4853 -4.6734
H 3.0976 0.3864 -4.4963
H 4.6404 0.1824 -1.9223
H 4.8390 -1.1600 -3.0472
H -0.0212 -2.3337 -2.4376
H 3.2802 1.1443 -0.3793
H 3.7585 -0.3722 0.4263
H 2.1648 0.3190 0.7371
C -2.8024 1.1067 -2.5335
As -1.6308 1.2350 -0.9718
C -2.3498 2.9169 -0.2570
C 0.0084 1.9588 -1.8657
C -0.1856 3.1302 -2.7592
C -0.4622 2.9614 -4.1183
C -0.6623 4.0508 -4.9544
C -0.6020 5.3433 -4.4484
C -0.3361 5.5281 -3.0977
C -0.1262 4.4366 -2.2683
H -2.8825 2.0414 -3.0910
H -3.7783 0.8088 -2.1498
H -2.4457 0.3005 -3.1748
H -2.4140 3.7039 -1.0103
H -1.7294 3.2496 0.5766
H -3.3475 2.7106 0.1342
H 0.4250 1.1119 -2.4138
H 0.7011 2.1938 -1.0564
H -0.5277 1.9541 -4.5169
H -0.8770 3.8895 -6.0045
H -0.7653 6.1946 -5.0977
H -0.2864 6.5299 -2.6875
H 0.0915 4.5905 -1.2175
```

Summary:
Orbital gap (alpha / beta) ... 3.18 / 5.22 eV
E ... -8098.321791 Eh
Multiplicity ... 2
⟨S²⟩ ... 0.797
Total charge ... -2

# 2
ORCA calculation (ωB97M-V with the def2-TZVPD basis set) on a structure of composition C49H45BrF4N3NaO3PS.

```
108
Properties=species:S:1:pos:R:3
Na -0.2788 0.1151 -0.6143
O -1.0959 1.4622 0.5470
N -1.5740 2.6650 0.6827
C -1.2378 3.3595 1.7870
C -1.6489 4.6509 2.0136
C -2.4644 5.2594 1.0544
C -2.8303 4.5456 -0.0589
C -2.4060 3.2135 -0.2855
S -2.8870 2.3154 -1.6229
H -0.6127 2.8076 2.4759
H -1.3340 5.1638 2.9120
H -2.8054 6.2799 1.1831
H -3.4651 4.9800 -0.8168
F 0.4929 -2.8385 6.9686
C 0.8460 -2.2507 5.8123
C 2.0180 -1.5285 5.7256
F 2.8135 -1.4357 6.8081
C 2.3647 -0.9240 4.5301
F 3.5620 -0.2845 4.5447
C 1.5949 -0.9880 3.3803
P 1.7939 -0.1858 1.3979
C 3.1259 0.9714 1.9266
C 4.4056 1.0111 1.3829
C 5.3163 1.9734 1.8007
C 4.9524 2.9211 2.7443
C 3.6628 2.9192 3.2600
C 2.7611 1.9542 2.8460
C 2.7026 -1.7848 1.1016
C 2.1291 -2.7057 0.2264
C 2.7110 -3.9484 0.0128
C 3.8842 -4.2910 0.6661
C 4.4770 -3.3764 1.5265
C 3.8912 -2.1385 1.7424
C 0.4246 -1.7391 3.5105
Br -0.7499 -1.9999 2.0303
C 0.0514 -2.3653 4.6894
F -1.0721 -3.0916 4.7842
H 4.6953 0.2910 0.6297
H 6.3158 1.9838 1.3810
H 5.6693 3.6659 3.0709
H 3.3645 3.6691 3.9838
H 1.7505 1.9414 3.2432
H 1.2143 -2.4440 -0.2930
H 2.2412 -4.6513 -0.6658
H 4.3363 -5.2634 0.5065
H 5.3969 -3.6302 2.0423
H 4.3608 -1.4436 2.4257
C -4.7698 -0.4195 0.7405
C -4.2340 -1.2967 -0.3628
C -5.0764 -2.1632 -1.0726
C -4.5374 -2.9482 -2.0860
C -5.4192 -3.9122 -2.8461
C -3.1927 -2.8576 -2.4178
C -2.3053 -1.9532 -1.7600
C -2.9021 -1.2240 -0.6885
N -1.0155 -1.6947 -2.0130
C -0.3053 -2.2914 -3.1262
C -0.9480 -2.0042 -4.5007
C -0.0919 -3.8141 -2.9540
C 1.0846 -1.6383 -3.1636
H -5.8456 -0.5560 0.8696
H -4.5754 0.6295 0.5029
H -4.2716 -0.6427 1.6871
H -6.1350 -2.2209 -0.8360
H -6.4531 -3.8498 -2.5017
H -5.0766 -4.9422 -2.7119
H -5.4010 -3.6948 -3.9174
H -2.8318 -3.5036 -3.2084
H -2.2688 -0.5380 -0.1393
H -1.8983 -2.5167 -4.6382
H -0.2719 -2.3159 -5.3041
H -1.1302 -0.9305 -4.5911
H -0.9803 -4.3872 -3.2232
H 0.1400 -4.0256 -1.9082
H 0.7410 -4.1586 -3.5768
H 0.9850 -0.5523 -3.2138
H 1.6596 -1.9755 -4.0320
H 1.6466 -1.8816 -2.2632
C 0.0444 3.0610 -4.2750
O 0.4950 3.5050 -3.0146
C 0.6168 4.8279 -2.8114
C 0.3203 5.7770 -3.7776
C 0.3788 7.1391 -3.5021
C 0.7248 7.5604 -2.2324
C 1.0458 6.6237 -1.2641
C 1.0259 5.2517 -1.5208
N 1.3486 4.4001 -0.4695
C 1.6799 3.0526 -0.4292
C 2.5930 2.4103 -1.2680
C 3.4073 3.1060 -2.1978
C 4.3206 2.4507 -2.9922
C 4.4887 1.0728 -2.8822
C 3.7108 0.3617 -1.9737
C 2.7524 0.9861 -1.1895
O 1.9658 0.2248 -0.4002
H 0.0536 1.9750 -4.2256
H 0.7139 3.3949 -5.0764
H -0.9762 3.4027 -4.4654
H -0.0077 5.4606 -4.7578
H 0.1311 7.8544 -4.2764
H 0.7378 8.6160 -1.9882
H 1.3213 6.9537 -0.2679
H 1.1844 4.8106 0.4353
H 1.2402 2.5032 0.3909
H 3.2976 4.1807 -2.2817
H 4.9090 3.0110 -3.7111
H 5.2081 0.5532 -3.5034
H 3.8261 -0.7125 -1.8799
```

Summary:
Orbital gap (alpha / beta) ... 4.64 / 4.64 eV
E ... -6159.501855 Eh
Multiplicity ... 2
⟨S²⟩ ... 0.784
Total charge ... -2